The following is a quantum chemistry calculation of 2 unconnected molecules or ions with the total composition C3H12N2O at a distorted geometry, from OMol25.

The LUMO energy is 0.0118 Eh. Its net charge is 0. The calculation puts the gap between HOMO and LUMO at 0.296 Eh. The calculation puts the molecular weight at 92.14 g mol⁻¹. As for the energy above the lowest of the compared OMol25 structures with the same formula, charge and spin: 52.5 kcal/mol.

Each line ends with the Löwdin charge.
Atoms and positions in Å:
N -0.31 -0.17 1.53  0.093
C -0.01 -1.53 0.98  -0.179
C 0.28 -1.53 -0.52  -0.299
N 1.50 -0.79 -0.83  -0.006
H -0.35 0.78 0.79  0.146
H -1.17 -0.07 2.06  0.134
H 0.41 0.12 2.18  0.141
H 0.87 -1.88 1.56  0.126
H -0.91 -2.13 1.24  0.126
H 0.33 -2.58 -0.74  0.099
H -0.61 -1.11 -1.05  0.121
H 1.81 -1.02 -1.77  0.067
H 1.13 0.19 -0.84  0.020
C -1.17 2.16 -0.67  -0.371
O 0.04 1.53 -0.56  -0.384
H -2.03 1.55 -1.11  0.062
H -1.61 2.46 0.31  0.042
H -1.24 3.10 -1.29  0.063



The following is a quantum chemistry calculation of C4H7NO3 in the gas phase at a distorted geometry, from OMol25.

Its SMILES is CC(=O)N(C)C(=O)O. The LUMO energy is 0.0239 Eh. Its net charge is 0. The calculation puts the gap between HOMO and LUMO at 0.408 Eh. The calculation puts the molecular weight at 117.10 g mol⁻¹. As for the energy above the lowest of the compared OMol25 structures with the same formula, charge and spin: 38.1 kcal/mol.

Each line ends with the Löwdin charge.
Atoms and positions in Å:
C 0.91 0.91 1.80  0.001
C 1.16 0.26 0.48  -0.318
O 2.25 0.02 0.04  0.109
N -0.10 -0.37 -0.31  0.005
C 0.25 -1.06 -1.55  -0.036
C -1.18 0.38 -0.16  -0.466
O -1.61 1.16 0.62  0.122
O -2.17 -0.44 -1.08  -0.048
H 0.48 1.90 1.65  0.090
H 0.20 0.33 2.38  0.097
H 1.85 1.00 2.33  0.092
H 1.33 -1.14 -1.59  0.083
H -0.22 -2.04 -1.53  0.095
H -0.11 -0.52 -2.43  0.098
H -3.05 -0.40 -0.66  0.075



The following is a quantum chemistry calculation of C5H4O2 in the gas phase, from OMol25.

Its SMILES is O=c1cccco1. The LUMO energy is 0.0057 Eh. Its net charge is 0. The calculation puts the gap between HOMO and LUMO at 0.343 Eh. The calculation puts the molecular weight at 96.08 g mol⁻¹. As for the energy above the lowest of the compared OMol25 structures with the same formula, charge and spin: 1.5 kcal/mol.

Each line ends with the Löwdin charge.
Atoms and positions in Å:
O 2.21 1.41 0.79  0.113
C 1.25 0.81 0.39  -0.433
C 1.15 -0.61 0.06  0.010
C -0.04 -1.14 -0.32  -0.060
C -1.23 -0.34 -0.36  -0.069
C -1.13 0.95 -0.01  -0.106
O 0.05 1.55 0.24  0.072
H 2.04 -1.22 0.18  0.121
H -0.11 -2.20 -0.55  0.113
H -2.19 -0.78 -0.58  0.106
H -1.97 1.61 0.18  0.132



The following is a quantum chemistry calculation of 2 unconnected molecules or ions with the total composition CH3O4S at a distorted geometry, from OMol25.

The LUMO energy (spin up / spin down) is 0.1400 / 0.1400 Eh. Its net charge is -1. The calculation puts the gap between HOMO and LUMO (spin up / spin down) at 0.251 / 0.250 Eh. The calculation puts the molecular weight at 111.10 g mol⁻¹. As for the energy above the lowest of the compared OMol25 structures with the same formula, charge and spin: 96.8 kcal/mol.

Each line ends with the Löwdin charge.
Atoms and positions in Å:
C -0.04 0.24 -0.08  -0.204
O 3.02 -1.38 0.27  -0.512
O 4.70 0.37 0.06  -0.508
O 0.59 1.45 -0.37  -0.367
O 1.65 1.67 0.54  -0.392
S 3.38 -0.10 -0.33  0.803
H -0.91 0.18 -0.76  0.070
H -0.39 0.21 0.96  0.070
H 0.61 -0.62 -0.25  0.040



The following is a quantum chemistry calculation of 8 unconnected molecules or ions with the total composition C36H96B2F8N6O12 at a distorted geometry, from OMol25.

The LUMO energy is -0.2746 Eh. Its net charge is +4. The calculation puts the gap between HOMO and LUMO at 0.335 Eh. The calculation puts the molecular weight at 978.80 g mol⁻¹. As for the energy above the lowest of the compared OMol25 structures with the same formula, charge and spin: 0.0 kcal/mol.

Each line ends with the Löwdin charge.
Atoms and positions in Å:
C 1.98 -4.71 -2.72  -0.078
O 0.63 -4.40 -2.97  -0.180
C 0.40 -3.94 -4.28  -0.195
C -1.07 -3.67 -4.40  -0.078
N -1.47 -2.79 -3.27  0.074
H -1.59 -3.29 -2.39  0.121
H -0.72 -2.12 -3.07  0.137
C -2.73 -1.97 -3.43  -0.069
C -2.44 -0.58 -3.95  -0.182
O -1.54 -0.68 -5.03  -0.165
C -1.12 0.57 -5.48  -0.115
H 2.37 -5.43 -3.45  0.102
H 2.04 -5.13 -1.72  0.087
H 2.64 -3.83 -2.82  0.081
H 0.76 -4.64 -5.04  0.145
H 0.94 -2.98 -4.42  0.124
H -1.71 -4.54 -4.35  0.147
H -1.31 -3.13 -5.31  0.136
H -3.09 -1.91 -2.40  0.111
H -3.45 -2.52 -4.03  0.151
H -1.96 0.02 -3.17  0.119
H -3.38 -0.09 -4.22  0.142
H -1.92 1.27 -5.78  0.102
H -0.52 0.44 -6.39  0.104
H -0.49 1.12 -4.76  0.057
C 1.27 -3.64 0.75  -0.096
O 1.20 -4.99 1.14  -0.160
C -0.04 -5.61 1.39  -0.190
C -1.00 -4.82 2.25  -0.108
N -2.22 -5.63 2.53  0.070
H -2.61 -6.05 1.67  0.161
H -1.96 -6.42 3.12  0.190
C -3.26 -4.84 3.24  -0.089
C -4.60 -5.50 3.16  -0.218
O -4.45 -6.74 3.82  -0.180
C -5.67 -7.44 3.99  -0.067
H 1.04 -2.97 1.60  0.080
H 0.54 -3.45 -0.04  0.087
H 2.27 -3.40 0.39  0.094
H 0.27 -6.53 1.89  0.144
H -0.54 -5.94 0.46  0.140
H -1.25 -3.86 1.82  0.114
H -0.54 -4.68 3.24  0.149
H -3.28 -3.86 2.77  0.108
H -2.92 -4.69 4.27  0.150
H -4.84 -5.68 2.10  0.132
H -5.37 -4.87 3.60  0.125
H -6.41 -6.90 4.58  0.097
H -5.44 -8.38 4.47  0.099
H -6.10 -7.68 3.01  0.100
C 0.49 9.81 -5.94  -0.034
O 0.97 8.47 -5.71  -0.209
C 2.21 8.16 -6.30  -0.218
C 3.02 7.41 -5.27  -0.082
N 2.14 6.42 -4.59  0.041
H 2.59 6.10 -3.72  0.176
H 1.34 6.95 -4.22  0.175
C 1.65 5.28 -5.42  -0.070
C 0.60 4.51 -4.65  -0.209
O 1.10 4.13 -3.39  -0.202
C 0.03 3.76 -2.52  -0.070
H 1.22 10.53 -5.56  0.101
H -0.46 9.88 -5.44  0.097
H 0.38 9.99 -7.01  0.103
H 2.75 9.03 -6.70  0.146
H 2.07 7.55 -7.20  0.134
H 3.49 8.04 -4.51  0.146
H 3.83 6.85 -5.75  0.145
H 2.54 4.70 -5.66  0.146
H 1.24 5.74 -6.31  0.139
H 0.36 3.60 -5.22  0.135
H -0.34 5.08 -4.62  0.144
H -0.63 4.62 -2.35  0.101
H 0.43 3.36 -1.59  0.073
H -0.61 2.99 -2.98  0.085
C 1.65 3.49 1.58  -0.086
O 2.05 2.31 0.91  -0.197
C 3.29 2.46 0.29  -0.228
C 3.70 1.16 -0.34  -0.065
N 2.83 0.71 -1.49  0.082
H 2.90 -0.31 -1.43  0.171
H 1.82 0.88 -1.36  0.132
C 3.29 1.20 -2.82  -0.090
C 2.48 0.55 -3.90  -0.225
O 2.60 -0.85 -3.90  -0.202
C 3.88 -1.33 -4.35  -0.049
H 1.46 4.30 0.86  0.092
H 2.44 3.86 2.24  0.092
H 0.73 3.28 2.12  0.093
H 4.09 2.69 1.02  0.140
H 3.28 3.30 -0.42  0.133
H 3.66 0.36 0.41  0.137
H 4.71 1.21 -0.73  0.140
H 4.33 0.89 -2.91  0.135
H 3.17 2.28 -2.84  0.130
H 2.72 0.97 -4.88  0.141
H 1.41 0.75 -3.79  0.111
H 4.34 -0.67 -5.08  0.100
H 3.68 -2.27 -4.87  0.094
H 4.50 -1.52 -3.48  0.091
C -5.47 2.92 1.34  -0.065
O -5.13 2.02 2.39  -0.188
C -3.75 1.79 2.51  -0.204
C -3.35 0.59 1.69  -0.109
N -4.33 -0.49 1.87  0.061
H -4.33 -0.83 2.84  0.187
H -5.29 -0.12 1.78  0.183
C -4.14 -1.70 1.02  -0.092
C -5.40 -2.55 1.07  -0.199
O -5.88 -2.59 2.39  -0.217
C -7.26 -2.98 2.46  -0.054
H -6.55 2.95 1.27  0.102
H -5.03 2.61 0.39  0.090
H -5.14 3.93 1.60  0.100
H -3.53 1.57 3.56  0.136
H -3.17 2.69 2.27  0.134
H -2.37 0.18 1.96  0.142
H -3.20 0.77 0.62  0.134
H -3.22 -2.22 1.30  0.109
H -4.03 -1.36 0.00  0.132
H -5.08 -3.54 0.71  0.119
H -6.17 -2.18 0.38  0.145
H -7.50 -3.15 3.50  0.098
H -7.40 -3.90 1.90  0.103
H -7.89 -2.17 2.09  0.100
C 2.06 0.14 3.56  -0.063
O 2.97 0.56 4.57  -0.182
C 2.44 1.53 5.42  -0.229
C 3.44 1.87 6.51  -0.084
N 4.82 2.08 5.94  0.078
H 5.20 1.15 5.73  0.174
H 4.74 2.72 5.16  0.176
C 5.81 2.68 6.93  -0.074
C 6.32 1.67 7.92  -0.231
O 5.29 1.40 8.82  -0.204
C 5.65 0.52 9.89  -0.048
H 1.62 1.00 3.05  0.070
H 1.28 -0.46 4.04  0.099
H 2.59 -0.43 2.80  0.088
H 1.56 1.17 5.97  0.143
H 2.12 2.43 4.86  0.128
H 3.54 1.03 7.18  0.136
H 3.14 2.75 7.07  0.148
H 5.33 3.51 7.45  0.144
H 6.61 3.11 6.33  0.141
H 7.21 2.10 8.41  0.149
H 6.66 0.75 7.42  0.141
H 6.04 -0.42 9.52  0.097
H 4.73 0.35 10.45  0.098
H 6.34 1.02 10.58  0.102
B -0.05 -0.54 -0.84  -1.281
F -0.14 0.81 -1.27  0.082
F -1.31 -1.09 -0.59  0.132
F 0.63 -1.29 -1.81  0.131
F 0.64 -0.59 0.38  0.111
B -3.09 -4.60 -0.99  -1.276
F -2.28 -5.27 -1.91  0.147
F -3.46 -5.50 0.03  0.111
F -2.38 -3.50 -0.45  0.094
F -4.22 -4.07 -1.62  0.131



The following is a quantum chemistry calculation of a molecular structure, C7H19AlBBrCaClCsFLiMgN3O14P4 at a distorted geometry, from OMol25.

The LUMO energy is -0.4266 Eh. Its net charge is +3. The calculation puts the gap between HOMO and LUMO at 0.067 Eh. The calculation puts the molecular weight at 869.51 g mol⁻¹.

Each line ends with the Löwdin charge.
Atoms and positions in Å:
C 0.40 -3.47 -0.74  -0.110
C -0.08 -3.43 0.79  -0.208
B -0.44 -1.95 1.36  -0.637
O -0.10 -1.67 2.77  -0.571
P -1.31 -0.55 0.31  0.743
C -1.54 0.91 1.51  -0.243
C -2.70 1.92 1.08  -0.397
O -3.78 1.82 1.72  0.067
N -2.63 2.96 0.05  -0.216
C -3.11 4.28 0.61  -0.062
C -3.51 2.64 -1.12  -0.113
P -3.19 -1.41 -0.41  0.693
N -3.48 -2.87 0.58  -0.190
O -4.54 -0.40 -0.10  -0.356
P 0.08 -0.07 -1.36  0.558
O 1.60 0.00 -0.60  -0.338
Cl -0.33 1.82 -2.21  0.275
H 1.25 -2.73 -0.95  0.065
H -0.46 -3.25 -1.45  0.073
H 0.80 -4.52 -0.96  0.107
H 0.80 -3.81 1.42  0.097
H -0.95 -4.13 0.96  0.104
H -0.36 -2.52 3.24  -0.262
H -1.86 0.45 2.51  0.013
H -0.52 1.39 1.68  0.097
H -2.38 5.11 0.31  0.086
H -4.14 4.58 0.23  0.105
H -3.15 4.29 1.75  0.118
H -4.62 2.83 -0.94  0.112
H -3.14 3.29 -1.99  0.093
H -3.37 1.54 -1.42  0.059
H -4.43 -3.23 0.42  0.048
H -3.46 -2.57 1.58  -0.015
H -5.05 -0.80 0.65  0.083
H 2.20 -0.71 -0.93  0.081
N 1.09 3.42 0.41  -0.588
O 0.00 4.04 0.34  -0.173
O 1.48 2.97 1.47  0.148
O 1.77 3.26 -0.64  -0.244
Mg 0.56 -3.80 4.52  0.780
C 3.46 -0.51 -3.82  -0.694
O 2.28 -0.59 -4.27  0.094
O 3.49 0.34 -2.73  0.112
O 4.51 -1.03 -4.17  0.193
H 2.52 0.52 -2.79  0.074
Br -0.36 -0.27 4.36  0.295
Ca 0.45 4.29 -1.75  1.511
F 4.16 1.60 -1.34  -0.111
O 6.28 -1.29 -0.96  -0.457
P 7.35 -0.29 -0.49  -0.118
O 8.67 -1.04 -0.29  -0.208
O 6.92 0.33 0.84  -0.082
O 7.53 0.82 -1.52  -0.018
Li -4.97 -2.54 -2.24  0.838
Cs -2.73 -3.04 4.43  0.780
Al 7.01 -2.94 0.29  0.906